DFT (ωB97M-V/def2-TZVPD) results for a 11-piece molecular cluster, C22H46BBrFN11O26 overall at a distorted geometry.

Calculated values
Kohn-Sham gap = 8.91 eV
HOMO level = -9.49 eV
structure (SMILES) = [H]/N=C/C[C@@]1(C#C)[C@](Br)(B(O)O)OC(=O)[C@]1(F)OCCOCC.C[N+](=O)[O-].C[N+](=O)[O-].C[N+](=O)[O-].C[N+](=O)[O-].C[N+](=O)[O-].C[N+](=O)[O-].C[N+](=O)[O-].C[N+](=O)[O-].C[N+](=O)[O-].C[N+](=O)[O-]

XYZ file:
```
108
Properties=species:S:1:pos:R:3:mulliken_charge:R:1
C -3.157 -1.221 -0.296 -1.075
C -2.244 -0.367 -0.956 -0.617
C -1.282 0.678 -1.838 1.554
C -2.016 2.129 -1.446 -0.538
C -1.610 3.357 -2.454 -0.017
N -0.412 4.023 -2.251 -0.558
C -1.310 0.241 -3.421 -0.088
Br -2.942 0.790 -4.516 -0.121
B -1.176 -1.341 -3.848 0.873
O -0.862 -2.475 -2.957 -0.457
O -1.389 -1.654 -5.304 -0.656
O -0.113 0.828 -4.111 -0.317
C 0.855 1.081 -3.004 0.114
O 2.058 1.660 -3.109 -0.562
C 0.356 0.650 -1.501 1.055
F 0.592 1.690 -0.430 -0.371
O 0.624 -0.701 -0.987 -0.183
C 2.050 -1.056 -1.051 -0.346
C 2.624 -1.475 0.463 -0.144
O 3.452 -0.314 0.923 -0.310
C 4.776 -0.768 1.385 -0.346
C 5.842 0.501 1.420 -0.670
H -4.008 -1.599 0.445 0.127
H -3.186 1.951 -1.595 0.352
H -1.884 2.401 -0.309 0.408
H -2.350 3.682 -3.332 0.165
H -0.391 4.743 -3.008 0.268
H -0.886 -3.358 -3.438 0.256
H -0.803 -1.066 -5.872 0.298
H 2.760 -0.204 -1.423 0.339
H 2.114 -2.046 -1.714 0.204
H 3.243 -2.469 0.398 0.382
H 1.716 -1.525 1.213 -0.036
H 5.273 -1.596 0.721 0.297
H 4.694 -1.177 2.479 0.227
H 6.971 0.126 1.382 0.265
H 5.696 1.228 0.509 0.134
H 5.662 1.129 2.411 0.199
C -1.277 -3.180 2.421 -0.670
N -0.099 -3.628 3.211 0.888
O -0.321 -4.218 4.275 -0.539
O 1.017 -3.374 2.741 -0.545
H -2.188 -3.468 2.951 0.317
H -1.215 -2.094 2.324 0.252
H -1.227 -3.670 1.447 0.272
C -3.639 -3.902 -5.409 -0.586
N -5.005 -4.398 -5.091 0.874
O -5.629 -3.808 -4.202 -0.519
O -5.412 -5.367 -5.743 -0.541
H -3.412 -3.052 -4.762 0.133
H -2.940 -4.722 -5.226 0.290
H -3.633 -3.601 -6.458 0.287
C 6.078 4.947 0.838 -0.739
N 7.256 4.499 1.628 0.936
O 7.034 3.909 2.692 -0.552
O 8.371 4.753 1.158 -0.529
H 5.167 4.659 1.368 0.302
H 6.140 6.033 0.740 0.322
H 6.128 4.457 -0.136 0.289
C -6.062 -1.086 3.862 -0.683
N -4.861 -1.462 3.068 0.985
O -3.790 -0.924 3.372 -0.506
O -5.027 -2.286 2.162 -0.601
H -5.769 -0.357 4.621 0.305
H -6.791 -0.655 3.173 0.185
H -6.446 -1.995 4.329 0.301
C -5.970 -7.223 -2.737 -0.566
N -4.791 -7.671 -1.948 0.844
O -5.013 -8.261 -0.884 -0.515
O -3.676 -7.418 -2.418 -0.518
H -6.880 -7.512 -2.208 0.300
H -5.908 -6.138 -2.835 0.177
H -5.919 -7.714 -3.712 0.273
C 9.544 2.260 -1.112 -0.738
N 8.099 2.009 -1.364 0.731
O 7.800 0.961 -1.948 -0.489
O 7.307 2.872 -0.969 -0.434
H 10.123 1.424 -1.511 0.317
H 9.811 3.189 -1.619 0.279
H 9.681 2.343 -0.032 0.283
C 1.063 -4.380 7.590 -0.673
N 0.222 -4.286 8.813 0.830
O -0.669 -5.131 8.954 -0.504
O 0.480 -3.365 9.598 -0.511
H 0.726 -5.231 6.994 0.307
H 0.942 -3.448 7.034 0.265
H 2.098 -4.519 7.911 0.282
C -1.378 5.391 -6.810 -0.738
N -2.219 5.485 -5.586 0.833
O -3.111 4.640 -5.445 -0.494
O -1.961 6.405 -4.801 -0.479
H -1.716 4.540 -7.405 0.299
H -1.500 6.323 -7.365 0.297
H -0.344 5.252 -6.489 0.288
C 5.414 4.813 5.676 -0.486
N 5.315 6.272 5.405 0.837
O 5.931 7.032 6.162 -0.510
O 4.623 6.614 4.439 -0.507
H 6.051 4.658 6.549 0.296
H 4.404 4.444 5.866 0.268
H 5.850 4.342 4.793 0.124
C -8.349 2.029 0.694 -0.729
N -7.621 1.487 1.873 0.773
O -6.445 1.144 1.703 -0.450
O -8.251 1.422 2.935 -0.484
H -7.677 2.029 -0.167 0.304
H -9.209 1.382 0.511 0.297
H -8.662 3.046 0.939 0.287
```


DFT (ωB97M-V/def2-TZVPD) results for C3H9InNS as an isolated structure.

Calculated values
Kohn-Sham gap = 6.84 eV
HOMO level = -3.50 eV
total charge = -1

XYZ file:
```
15
Properties=species:S:1:pos:R:3:mulliken_charge:R:1
C 1.231 -0.864 0.708 -1.113
C 0.769 0.045 -0.433 0.690
C 1.451 1.403 -0.462 -1.200
N -0.060 -0.298 -1.313 -0.658
In -2.015 -0.841 -0.652 0.650
S -2.926 1.112 0.634 -0.609
H 0.606 -0.737 1.588 0.246
H 2.276 -0.685 0.959 0.398
H 1.144 -1.886 0.357 0.290
H 1.640 1.799 0.535 0.338
H 2.417 1.321 -0.965 0.278
H 0.838 2.098 -1.022 0.312
H -3.049 -1.070 -2.072 -0.327
H -2.029 -2.319 0.346 -0.336
H -2.293 0.924 1.794 0.042
```


DFT (ωB97M-V/def2-TZVPD) results for C23H44LaNP3Se as an isolated structure at a distorted geometry.

Calculated values
Kohn-Sham gap (alpha / beta) = 3.50 / 2.26 eV
HOMO level (alpha / beta) = -15.10 / -15.10 eV
total charge = +3

XYZ file:
```
73
Properties=species:S:1:pos:R:3:mulliken_charge:R:1
La -0.095 0.100 0.332 0.825
P -1.101 -2.628 1.237 0.818
P 2.022 -0.814 2.424 0.904
P 1.695 -2.054 -1.001 0.626
H -2.998 4.344 -7.053 0.279
C -2.948 3.399 -7.607 -0.584
C -4.049 2.626 -7.774 -0.443
H -5.020 2.918 -7.356 0.246
C -2.631 -2.313 2.207 -1.382
C -0.338 -3.980 2.192 -1.290
C -1.824 -3.415 -0.256 -1.248
C 3.347 0.465 2.378 -1.226
C 1.317 -0.594 4.100 -1.137
C 2.995 -2.345 2.616 -1.272
C 0.949 -2.004 -2.682 -1.138
C 1.956 -3.822 -0.710 -1.364
C 3.396 -1.481 -1.334 -1.138
H -1.991 3.127 -8.066 0.274
H -4.012 1.702 -8.363 0.246
H -3.210 -1.496 1.727 0.397
H -2.365 -1.979 3.231 0.375
H -3.274 -3.211 2.273 0.529
H -0.023 -3.608 3.182 0.364
H 0.559 -4.360 1.677 0.270
H -1.043 -4.810 2.338 0.525
H -2.456 -2.689 -0.779 0.389
H -2.447 -4.273 0.014 0.500
H -1.048 -3.732 -0.963 0.212
H 3.992 0.424 3.267 0.491
H 2.903 1.470 2.319 0.271
H 3.972 0.345 1.481 0.283
H 2.061 -0.801 4.878 0.494
H 0.466 -1.274 4.245 0.270
H 0.936 0.424 4.246 0.326
H 3.676 -2.281 3.472 0.537
H 3.598 -2.557 1.723 0.328
H 2.340 -3.211 2.775 0.316
H 1.430 -2.741 -3.334 0.496
H 1.052 -1.005 -3.128 0.368
H -0.123 -2.231 -2.620 0.304
H 2.613 -4.229 -1.483 0.566
H 1.016 -4.386 -0.723 0.404
H 2.433 -3.989 0.264 0.286
H 3.956 -2.251 -1.884 0.513
H 3.918 -1.267 -0.387 0.255
H 3.370 -0.546 -1.917 0.375
C 0.747 1.918 -2.331 1.226
C -0.577 1.498 -2.627 0.222
C -1.160 1.875 -3.840 -1.114
C -0.475 2.693 -4.741 -0.189
C 0.825 3.118 -4.434 -0.834
C 1.426 2.728 -3.253 -0.800
Se 1.928 1.630 -0.835 -0.114
H -1.273 -0.722 -0.955 -0.062
H -1.173 0.872 -1.937 0.080
H -2.166 1.537 -4.086 0.476
H -0.950 3.004 -5.667 0.312
H 1.394 3.760 -5.097 0.434
H 2.441 3.053 -3.010 0.417
C -1.929 4.301 4.965 -1.391
C -1.552 3.215 4.008 1.040
C -0.391 3.346 3.259 -1.001
C -0.061 2.337 2.376 0.081
N -0.855 1.243 2.249 0.259
C -1.991 1.101 2.982 -0.416
C -2.371 2.086 3.873 -0.839
H -1.140 4.432 5.715 0.359
H -2.058 5.251 4.435 0.370
H -2.862 4.023 5.456 0.375
H 0.258 4.227 3.345 0.495
H 0.831 2.347 1.722 0.520
H -2.546 0.190 2.804 0.242
H -3.289 1.967 4.446 0.411
```


DFT (ωB97M-V/def2-TZVPD) results for one molecule with the formula C16H21N3 at a distorted geometry.

Calculated values
Kohn-Sham gap = 7.86 eV
HOMO level = -7.26 eV
structure (SMILES) = Cc1cn([C@H](c2ccccc2)N2CCCC2)c(C)n1

XYZ file:
```
40
Properties=species:S:1:pos:R:3:nbo_charge:R:1
C 2.224 -0.750 1.841 -0.656
C 0.916 -0.087 1.955 0.288
N -0.176 -0.785 1.665 -0.489
C -1.237 0.056 1.815 0.105
C -2.635 -0.484 1.708 -0.636
C -0.729 1.325 2.161 -0.140
N 0.579 1.195 2.307 -0.386
H 3.104 -0.132 1.725 0.205
H 2.415 -1.431 2.666 0.224
H 2.138 -1.377 0.959 0.243
H -3.329 0.374 1.695 0.208
H -2.723 -1.095 0.777 0.221
H -2.828 -1.126 2.599 0.218
H -1.259 2.250 2.222 0.201
C 2.779 5.300 0.395 -0.417
C 2.519 4.150 -0.584 -0.409
C 2.238 2.926 0.264 -0.205
N 1.858 3.482 1.556 -0.466
C 1.681 2.612 2.595 0.229
C 1.449 3.218 3.920 -0.083
C 0.575 4.323 4.175 -0.190
C 0.724 4.957 5.414 -0.209
C 1.626 4.491 6.387 -0.207
C 2.438 3.367 6.103 -0.203
C 2.308 2.716 4.901 -0.182
C 2.279 4.885 1.767 -0.191
H 3.859 5.465 0.502 0.209
H 2.302 6.224 0.108 0.220
H 1.663 4.366 -1.232 0.211
H 3.386 3.980 -1.193 0.217
H 1.476 2.245 -0.156 0.221
H 3.160 2.311 0.375 0.170
H 2.349 1.697 2.595 0.190
H -0.012 4.801 3.397 0.223
H 0.181 5.916 5.638 0.219
H 1.720 4.952 7.364 0.220
H 3.224 3.020 6.820 0.221
H 3.014 1.942 4.554 0.220
H 3.055 4.938 2.556 0.194
H 1.401 5.492 2.103 0.194
```


DFT (ωB97M-V/def2-TZVPD) results for C47H63BBaGeN7O5S2Se as an isolated structure at a distorted geometry.

Calculated values
Kohn-Sham gap = 6.03 eV
HOMO level = -4.15 eV
total charge = -1

XYZ file:
```
128
Properties=species:S:1:pos:R:3:mulliken_charge:R:1
Ba 0.453 0.792 -0.763 3.354
C -3.538 -2.915 2.029 -1.381
C -2.115 -2.602 2.333 0.206
C -1.065 -3.478 2.530 -0.652
C 0.041 -2.661 2.796 -0.726
N -0.327 -1.382 2.758 0.103
N -1.634 -1.351 2.481 0.556
B -2.497 -0.086 2.353 0.345
N -2.976 0.004 0.894 0.922
N -2.454 -0.792 -0.038 -0.025
C -3.303 -0.822 -1.065 -0.596
C -4.394 0.018 -0.795 -0.735
C -4.142 0.526 0.468 -0.065
C -4.958 1.452 1.306 -1.571
C -3.092 -1.749 -2.236 2.564
C -2.632 -0.914 -3.433 -1.180
C -4.385 -2.505 -2.582 -2.056
C -2.001 -2.760 -1.887 -1.612
N -1.763 1.195 2.786 0.507
N -1.545 2.216 1.954 0.165
C -1.140 3.251 2.692 -0.503
C -1.087 2.877 4.044 -1.251
C -1.494 1.553 4.058 0.538
C -1.680 0.648 5.228 -1.666
C -0.972 4.632 2.107 2.683
C -0.273 5.570 3.101 -2.236
C -2.372 5.188 1.811 -1.568
C -0.181 4.589 0.796 -1.402
C 1.434 -3.128 3.137 2.953
C 1.525 -3.386 4.649 -2.110
C 1.745 -4.422 2.377 -2.138
C 2.462 -2.069 2.760 -2.246
H -3.654 -3.987 1.891 0.413
H -3.849 -2.404 1.123 0.092
H -4.192 -2.587 2.837 0.272
H -1.088 -4.549 2.475 0.455
H -3.454 -0.226 3.062 -0.134
H -5.244 0.216 -1.417 0.477
H -5.577 2.076 0.670 0.431
H -4.298 2.078 1.897 0.108
H -5.605 0.901 1.989 0.335
H -3.424 -0.239 -3.748 0.382
H -2.371 -1.563 -4.268 0.587
H -1.773 -0.314 -3.105 -0.302
H -5.142 -1.816 -2.944 0.367
H -4.774 -3.021 -1.708 0.387
H -4.186 -3.244 -3.356 0.467
H -1.110 -2.201 -1.605 0.112
H -1.800 -3.402 -2.743 0.527
H -2.309 -3.380 -1.050 0.273
H -0.805 3.472 4.890 0.502
H -1.273 1.106 6.127 0.431
H -1.190 -0.306 5.053 0.104
H -2.740 0.445 5.386 0.265
H -0.894 5.740 3.977 0.396
H -0.082 6.529 2.623 0.426
H 0.680 5.157 3.428 0.333
H -2.978 5.179 2.714 0.373
H -2.846 4.574 1.053 0.121
H -2.299 6.210 1.442 0.501
H 0.874 4.436 1.000 0.071
H -0.287 5.536 0.272 0.523
H -0.535 3.767 0.162 0.029
H 0.761 -4.099 4.955 0.410
H 1.372 -2.462 5.203 0.357
H 2.506 -3.783 4.911 0.452
H 1.103 -5.232 2.714 0.434
H 2.782 -4.715 2.538 0.451
H 1.584 -4.287 1.309 0.329
H 2.317 -1.178 3.361 0.197
H 2.344 -1.800 1.715 -0.002
H 3.478 -2.439 2.912 0.683
S -3.340 3.753 -3.469 -0.489
C -3.732 3.725 -1.805 -1.113
C -2.876 2.937 -1.098 -0.322
C -1.849 2.285 -1.863 0.196
C -1.984 2.652 -3.179 0.339
C -1.204 2.288 -4.349 -0.031
C -1.302 3.009 -5.548 -1.154
C -0.547 2.628 -6.641 -0.568
C 0.300 1.536 -6.521 -0.995
C 0.324 0.878 -5.297 -0.102
N -0.404 1.222 -4.256 0.526
H -4.583 4.288 -1.477 0.436
H -2.928 2.769 -0.035 0.970
H -1.963 3.862 -5.601 0.445
H -0.607 3.180 -7.571 0.396
H 0.913 1.202 -7.346 0.433
H 0.956 0.010 -5.160 0.249
C 3.785 2.399 1.128 -1.686
S 2.062 1.807 1.070 2.243
C 1.975 1.479 2.879 -1.036
O 2.092 0.417 0.566 -1.670
H 3.909 3.047 1.989 0.604
H 4.003 2.937 0.212 0.362
H 4.436 1.531 1.196 0.322
H 1.748 2.423 3.361 0.485
H 2.906 1.066 3.251 0.652
H 1.155 0.783 3.040 -0.205
O 2.844 2.053 -3.526 -0.895
Se 2.784 1.544 -2.059 1.659
O 1.810 0.084 -2.156 -1.474
O 1.857 2.466 -1.140 -0.762
O 4.161 1.244 -1.393 -0.616
Ge 2.425 -1.220 -1.084 2.716
C 4.298 -1.175 -0.664 -0.211
C 4.858 -0.901 0.561 0.004
C 6.233 -0.887 0.711 -1.186
C 7.051 -1.153 -0.370 -0.677
C 6.488 -1.406 -1.611 -0.683
C 5.117 -1.418 -1.750 -0.905
C 2.282 -2.737 -2.319 -0.914
C 1.391 -2.780 -3.381 -0.053
C 1.399 -3.839 -4.271 -0.917
C 2.305 -4.872 -4.104 -0.728
C 3.169 -4.859 -3.022 -0.793
C 3.147 -3.799 -2.137 -0.446
H 1.216 -1.482 -0.186 -0.016
H 4.224 -0.667 1.406 1.121
H 6.666 -0.671 1.681 0.430
H 8.128 -1.145 -0.248 0.367
H 7.121 -1.589 -2.470 0.430
H 4.685 -1.597 -2.729 0.388
H 0.684 -1.967 -3.518 0.395
H 0.705 -3.857 -5.101 0.470
H 2.344 -5.687 -4.814 0.380
H 3.866 -5.675 -2.876 0.423
H 3.832 -3.797 -1.293 0.395
```


DFT (ωB97M-V/def2-TZVPD) results for C5H5N as an isolated structure at a distorted geometry.

Calculated values
Kohn-Sham gap = 11.00 eV
HOMO level = -10.13 eV

XYZ file:
```
11
Properties=species:S:1:pos:R:3:nbo_charge:R:1
C -0.108 -0.454 -0.993 -0.125
C -0.581 -1.785 1.189 0.269
C -0.238 -0.643 0.271 -0.111
C 0.258 0.948 -0.869 -0.413
C 0.102 0.755 0.662 -0.403
N -0.897 -2.678 1.854 -0.307
H -0.380 -1.137 -1.791 0.219
H 1.355 1.100 -0.966 0.206
H -0.237 1.678 -1.507 0.226
H -0.467 1.413 1.285 0.232
H 1.193 0.804 0.863 0.207
```


DFT (ωB97M-V/def2-TZVPD) results for C4H6NO4S as an isolated structure at a distorted geometry.

Calculated values
Kohn-Sham gap = 9.05 eV
HOMO level = -5.59 eV
total charge = -1

XYZ file:
```
16
Properties=species:S:1:pos:R:3:nbo_charge:R:1
C -0.573 -0.510 1.467 0.251
C 1.383 0.840 1.332 -0.625
C 0.534 -0.682 -0.868 -0.653
C 0.074 0.495 0.679 0.199
N -1.114 -1.269 2.165 -0.342
O -1.747 0.582 -1.669 -1.030
O -0.917 -1.208 -3.143 -0.994
O -1.877 -1.711 -0.853 -1.000
O -0.676 1.593 0.255 -0.716
S -1.139 -0.759 -1.742 2.336
H 2.131 1.557 0.784 0.213
H 1.191 1.599 2.172 0.215
H 1.893 -0.020 1.638 0.217
H 0.570 -1.628 -0.468 0.208
H 1.466 -0.246 -1.270 0.212
H -1.199 1.366 -0.478 0.507
```


DFT (ωB97M-V/def2-TZVPD) results for C4H7NOS as an isolated structure at a distorted geometry.

Calculated values
Kohn-Sham gap = 9.67 eV
HOMO level = -8.92 eV

XYZ file:
```
14
Properties=species:S:1:pos:R:3:nbo_charge:R:1
C -0.313 -1.212 -0.202 0.550
C -0.265 0.264 -0.504 -0.305
C 1.084 0.032 0.499 -0.175
C -1.341 1.029 0.301 -0.632
N 0.699 -1.334 0.620 -0.526
O -1.169 -2.109 -0.721 -0.635
S 2.572 -0.045 -0.467 -0.004
H 0.052 0.579 -1.534 0.242
H 1.139 0.666 1.422 0.211
H -1.635 0.378 1.180 0.225
H -2.329 1.400 -0.249 0.231
H -0.692 2.004 0.602 0.216
H -0.690 -2.897 -0.493 0.493
H 2.888 1.244 -0.455 0.108
```


no.,electronic energy (hartree)
1,-6121.86550
2,-762.77468
3,-4413.56194
4,-786.47446
5,-7913.22860
6,-248.18323
7,-909.92729
8,-684.71921